This record from the Open Molecules 2025 dataset describes a structure of composition C23H42Br12N3O4P in a non-equilibrium geometry. The level of theory is wB97M-V/def2-TZVPD.

Geometry (Å):
C 3.942 1.930 2.963
N 2.728 2.057 2.105
C 2.927 1.385 0.763
C 1.689 0.396 0.561
C 0.289 0.932 0.031
C 0.049 2.507 0.137
C -1.376 2.864 0.836
C -1.021 3.113 2.401
C -1.828 4.269 0.197
C 1.570 -0.276 2.037
O 0.766 -0.044 2.949
N 2.664 -1.291 2.027
C 3.009 -1.827 0.659
C 2.690 -3.364 0.358
C 3.494 -4.406 1.259
O 3.020 -4.496 2.623
P 4.848 -1.682 0.134
O 5.721 -1.502 1.406
C 1.930 -0.998 -0.234
C 2.126 -0.945 -1.818
C 1.306 -2.074 -2.617
C -0.279 -1.981 -2.432
C -0.981 -3.421 -2.162
N -0.951 -3.609 -0.658
C -2.294 -3.894 -0.132
C -3.076 -2.827 0.758
O -2.851 -4.986 -0.411
H 3.628 2.275 4.016
H 4.327 0.871 3.085
H 4.731 2.680 2.620
H 2.590 3.065 1.951
H 3.033 2.157 -0.081
H 3.941 0.867 0.838
H 0.040 0.627 -1.044
H -0.521 0.426 0.677
H -0.006 2.911 -0.934
H 0.824 3.085 0.727
H -2.126 2.026 0.685
H -1.987 3.325 2.961
H -0.358 4.048 2.404
H -0.446 2.219 2.801
H -2.869 4.599 0.546
H -1.879 4.155 -0.944
H -1.006 5.021 0.424
H 2.155 -2.104 2.429
H 2.944 -3.548 -0.743
H 1.575 -3.623 0.474
H 4.618 -4.246 1.292
H 3.327 -5.440 0.781
H 3.679 -3.989 3.145
H 4.987 -0.575 -0.780
H 5.285 -2.872 -0.530
H 0.942 -1.543 -0.049
H 3.227 -1.102 -2.112
H 1.857 0.113 -2.175
H 1.628 -3.136 -2.374
H 1.510 -1.935 -3.742
H -0.737 -1.531 -3.381
H -0.607 -1.328 -1.551
H -2.079 -3.269 -2.437
H -0.481 -4.264 -2.734
H -0.360 -4.437 -0.501
H -3.581 -3.284 1.665
H -2.312 -2.065 1.141
H -3.875 -2.282 0.144
C -2.126 -1.538 -6.476
Br -1.634 -3.302 -5.846
Br -1.237 -0.140 -5.468
Br -1.838 -1.344 -8.383
H -3.193 -1.426 -6.302
C -5.552 4.679 3.008
Br -4.019 5.864 2.938
Br -7.222 5.663 3.037
Br -5.513 3.367 1.580
H -5.489 4.131 3.945
C -0.212 7.100 2.863
Br -1.612 8.230 2.139
Br 1.286 6.938 1.643
Br 0.351 7.688 4.622
H -0.636 6.105 2.980
C -5.537 -3.137 -3.723
Br -5.043 -4.894 -3.074
Br -4.644 -1.725 -2.738
Br -5.249 -2.966 -5.631
H -6.605 -3.021 -3.550

As for the largest force on an atom: 0.0905 hartree/bohr. The value obtained for the HOMO-LUMO gap is 8.471 eV.

Here are the Mulliken charges for atoms 1 to 4, given in e:
1. C -0.992
2. N -0.164
3. C -1.390
4. C 1.668

This record from the Open Molecules 2025 dataset describes a structure of composition C23H42CeCl3N2O4Si in a non-equilibrium geometry. The level of theory is wB97M-V/def2-TZVPD.

Geometry (Å):
C -2.026 -4.985 -0.554
C -0.879 -4.007 -0.561
H -1.590 -5.995 -0.586
H -2.741 -4.924 -1.397
H -2.568 -4.939 0.398
C 0.240 -4.317 -1.217
C 0.407 -5.547 -2.050
H 1.199 -3.820 -1.014
H -0.284 -5.524 -2.917
H 0.181 -6.462 -1.470
H 1.443 -5.670 -2.411
Ce -0.744 3.120 -0.047
Cl -1.770 2.924 2.343
Cl -2.827 3.880 -1.434
C 1.918 2.252 1.472
O 1.601 2.919 0.389
N 3.159 1.894 1.665
C 4.138 2.107 0.609
C 3.653 1.489 2.969
H 1.181 1.985 2.251
H 3.617 2.423 -0.304
H 4.676 1.168 0.434
H 4.852 2.881 0.920
H 2.818 1.465 3.670
H 4.406 2.198 3.320
H 4.110 0.500 2.904
H -1.067 -1.018 -2.450
H 1.800 -1.772 -3.151
C -0.690 -0.429 -3.298
C 1.761 -0.786 -3.624
N 0.683 0.022 -3.056
H -1.343 0.431 -3.453
C 0.969 1.223 -2.504
O 0.120 2.141 -2.274
H 2.708 -0.271 -3.459
H 2.038 1.346 -2.218
H -0.668 -1.058 -4.189
H 1.588 -0.929 -4.695
O -1.992 -1.727 -0.230
C -1.050 -2.751 0.290
C 1.142 -1.717 -0.460
C 0.334 -2.192 0.572
H 0.712 -1.706 -1.462
C 2.481 -1.443 -0.252
H -1.513 -3.074 1.236
C 0.856 -2.252 1.857
H 3.118 -1.129 -1.097
C 3.000 -1.580 1.024
C 2.190 -1.940 2.096
H 0.222 -2.641 2.642
H 4.060 -1.429 1.190
H 2.585 -1.994 3.111
Si -3.528 -1.317 -0.164
Cl 0.022 0.816 0.582
C -3.940 -0.124 -1.617
C -3.965 0.077 1.059
C -4.505 -2.830 0.134
H -3.136 0.301 -2.244
H -4.461 0.763 -1.200
H -4.663 -0.666 -2.246
H -4.378 -3.476 -0.730
H -5.544 -2.527 0.227
H -4.228 -3.444 1.005
H -3.360 0.181 1.968
H -4.999 -0.233 1.298
H -4.017 1.082 0.594
C -0.589 5.812 2.981
C 0.101 5.964 1.690
C 1.120 7.027 1.611
O -0.057 5.161 0.716
H -0.652 6.758 3.530
H -0.008 5.101 3.581
H -1.591 5.380 2.861
H 2.014 6.668 2.141
H 1.381 7.253 0.576
H 0.770 7.935 2.119

As for the largest force on an atom: 0.0881 hartree/bohr. As for the expectation value of S²: 0.751. Its spin multiplicity is 2. The value obtained for the HOMO-LUMO gap (alpha / beta) is 7.436 / 8.419 eV.

Here are the Mulliken charges for atoms 1 to 4, given in e:
1. C -1.774
2. C 0.547
3. H 0.453
4. H 0.210

This record from the Open Molecules 2025 dataset describes a cluster of 12 separate species, C23H42Cl24FN4O4S2 in total in a non-equilibrium geometry. The level of theory is wB97M-V/def2-TZVPD.

Geometry (Å):
C -0.096 -1.713 -3.291
C 0.997 -0.601 -3.016
F 2.227 -1.152 -3.394
C 0.650 0.721 -3.777
N 1.832 1.512 -4.148
N 2.873 1.134 -4.819
N 3.764 2.047 -5.050
C 3.230 3.174 -4.436
N 2.045 2.826 -3.894
S 1.098 4.070 -3.101
C 0.502 3.497 -1.456
C 1.596 2.921 -0.488
O 2.337 3.606 0.106
O 1.695 1.553 -0.242
C 0.486 1.217 0.521
C 0.921 0.240 1.699
C 1.141 1.162 2.973
O 2.105 -0.456 1.301
C 2.295 -1.579 2.058
O 1.999 -1.672 3.210
C 2.976 -2.838 1.375
S 2.818 -2.824 -0.448
H 0.197 -2.576 -2.651
H -0.041 -2.051 -4.351
H -1.084 -1.281 -3.004
H 1.023 -0.488 -1.908
H -0.134 1.337 -3.276
H 0.175 0.398 -4.745
H 3.754 4.144 -4.457
H 0.119 4.424 -0.951
H -0.371 2.799 -1.498
H -0.264 0.677 -0.119
H -0.023 2.120 0.923
H 0.091 -0.471 1.957
H 0.409 2.011 2.967
H 1.037 0.578 3.915
H 2.189 1.591 2.842
H 4.059 -2.803 1.631
H 2.535 -3.736 1.857
H 4.035 -2.450 -0.977
C -2.956 -0.789 1.659
Cl -2.698 0.957 1.542
Cl -2.809 -1.561 0.077
H -2.210 -1.214 2.326
H -3.951 -0.971 2.054
C -0.808 3.581 -6.783
Cl -2.369 4.234 -6.286
Cl 0.386 3.704 -5.465
H -0.930 2.535 -7.048
H -0.447 4.141 -7.641
C -5.464 -3.945 -1.219
Cl -4.003 -3.367 -2.039
Cl -5.864 -2.960 0.195
H -6.295 -3.904 -1.917
H -5.302 -4.969 -0.896
C 0.129 1.346 6.744
Cl -1.345 0.795 5.929
Cl 0.536 3.002 6.287
H -0.026 1.305 7.818
H 0.950 0.694 6.466
C 2.077 -1.347 9.041
Cl 2.923 -0.403 7.807
Cl 1.008 -0.328 10.013
H 1.483 -2.113 8.551
H 2.811 -1.810 9.693
C 4.444 3.653 5.132
Cl 4.189 2.332 6.279
Cl 3.153 3.714 3.923
H 4.461 4.594 5.674
H 5.393 3.501 4.627
C 1.597 -1.529 -6.194
Cl -0.025 -1.544 -6.907
Cl 2.645 -2.719 -6.966
H 2.029 -0.542 -6.326
H 1.520 -1.761 -5.134
C -5.416 2.256 4.487
Cl -4.122 3.247 3.804
Cl -5.020 0.533 4.411
H -5.562 2.537 5.526
H -6.328 2.432 3.925
C -0.308 -3.870 4.355
Cl -1.921 -3.861 3.625
Cl 0.707 -5.138 3.657
H 0.164 -2.908 4.178
H -0.405 -4.045 5.422
C -0.995 -5.319 -5.924
Cl -2.573 -4.625 -5.539
Cl 0.125 -5.159 -4.562
H -1.120 -6.372 -6.155
H -0.580 -4.799 -6.783
C -5.986 -5.600 -7.928
Cl -5.927 -4.100 -6.993
Cl -4.894 -6.817 -7.258
H -6.999 -5.988 -7.908
H -5.691 -5.388 -8.952
C 2.316 7.056 4.620
Cl 0.758 7.785 5.027
Cl 3.463 7.201 5.959
H 2.166 6.003 4.401
H 2.725 7.562 3.750

As for the largest force on an atom: 0.0796 hartree/bohr. The value obtained for the HOMO-LUMO gap is 6.996 eV. As for the total charge: +1.

Here are the Mulliken charges for atoms 1 to 4, given in e:
1. C -0.735
2. C 0.778
3. F -0.384
4. C -0.445

This record from the Open Molecules 2025 dataset describes a structure of composition C23H42Cl3EuN4O3Si in a non-equilibrium geometry. The level of theory is wB97M-V/def2-TZVPD.

Geometry (Å):
C -3.585 2.735 -2.479
C -2.211 2.189 -2.808
H -4.045 3.203 -3.350
H -3.491 3.471 -1.668
H -4.255 1.931 -2.134
C -1.527 2.435 -4.001
C -1.954 3.421 -5.012
H -0.618 1.880 -4.201
H -1.923 4.461 -4.653
H -2.957 3.267 -5.439
H -1.252 3.318 -5.844
Eu 0.565 -0.525 2.181
Cl -1.637 -1.944 1.478
Cl 0.162 1.712 3.803
C 1.196 -2.777 -0.019
O 1.748 -1.777 0.495
N 1.818 -3.578 -0.881
C 3.208 -3.308 -1.242
C 1.141 -4.690 -1.548
H 0.153 -3.051 0.225
H 3.671 -2.686 -0.468
H 3.254 -2.779 -2.208
H 3.726 -4.275 -1.325
H 0.149 -4.778 -1.089
H 1.718 -5.621 -1.401
H 1.022 -4.491 -2.624
H 0.329 3.750 -0.137
H 1.725 3.101 -2.736
C 1.410 3.718 0.100
C 2.539 2.986 -2.003
N 2.045 2.642 -0.667
H 1.552 3.523 1.169
C 2.304 1.439 -0.103
O 2.074 1.170 1.100
H 3.208 2.195 -2.354
H 2.748 0.697 -0.799
H 1.868 4.668 -0.213
H 3.078 3.943 -1.984
O -1.424 2.160 -1.572
C -1.817 0.881 -1.993
C 0.581 0.275 -2.682
C -0.788 -0.040 -2.521
H 0.972 1.202 -2.272
C 1.432 -0.627 -3.339
H -2.646 0.417 -1.438
C -1.275 -1.265 -2.984
H 2.497 -0.373 -3.486
C 0.915 -1.836 -3.825
C -0.437 -2.157 -3.642
H -2.335 -1.446 -2.813
H 1.575 -2.517 -4.381
H -0.865 -3.090 -4.015
Si -1.945 2.234 2.621
Cl -0.965 1.224 0.881
C -1.394 3.950 3.278
C -2.775 0.886 3.657
C -3.535 2.871 1.771
H -0.424 4.256 2.866
H -1.334 3.902 4.371
H -2.135 4.728 3.040
H -3.319 3.609 0.985
H -4.157 3.356 2.552
H -4.147 2.079 1.321
H -2.769 -0.092 3.148
H -3.825 1.155 3.857
H -2.267 0.775 4.627
C 2.056 -5.357 4.253
N 1.648 -4.167 5.012
C 1.841 -4.100 6.464
C 1.164 -3.120 4.414
N 0.764 -2.100 3.977
H 2.474 -6.039 4.996
H 2.831 -5.112 3.505
H 1.195 -5.828 3.754
H 2.515 -3.265 6.728
H 0.875 -3.950 6.970
H 2.287 -5.053 6.756

For the energy above the lowest of the compared OMol25 structures with the same formula, charge and spin, the calculation gives 4.903 eV. As for the largest force on an atom: 0.0728 hartree/bohr. As for the expectation value of S²: 15.759. Its spin multiplicity is 8. The value obtained for the HOMO-LUMO gap (alpha / beta) is 2.696 / 2.691 eV. As for the total charge: -1.

Here are the Mulliken charges for atoms 1 to 4, given in e:
1. C -1.376
2. C 1.480
3. H 0.433
4. H 0.142

This record from the Open Molecules 2025 dataset describes a structure of composition C23H42Cl3EuN4O3Si in a non-equilibrium geometry. The level of theory is wB97M-V/def2-TZVPD.

Geometry (Å):
C -0.785 2.607 -3.560
C -0.254 3.197 -2.292
H -0.926 3.374 -4.331
H -1.754 2.107 -3.396
H -0.090 1.852 -3.955
C -0.458 4.469 -1.921
C -1.308 5.423 -2.690
H 0.052 4.864 -1.042
H -2.253 4.969 -3.022
H -0.778 5.770 -3.589
H -1.564 6.310 -2.100
Eu -0.237 -1.253 0.691
Cl 1.825 -1.131 -1.075
Cl -1.825 -3.438 0.910
H 1.214 -6.091 3.018
H 2.333 -6.653 0.683
C 0.469 -5.553 2.418
C 1.544 -6.021 0.253
N 1.114 -5.028 1.222
H 0.010 -4.745 2.986
C 1.427 -3.742 1.080
O 1.213 -2.851 1.944
H 1.925 -5.521 -0.640
H 1.862 -3.472 0.098
H -0.292 -6.274 2.103
H 0.706 -6.674 -0.013
H -3.292 1.638 -0.767
H -2.266 4.049 0.485
C -3.676 1.482 0.251
C -2.863 3.578 1.286
N -2.793 2.122 1.222
H -3.739 0.414 0.471
C -1.876 1.415 1.894
O -1.802 0.164 1.850
H -2.494 3.921 2.263
H -1.169 2.011 2.501
H -4.657 1.962 0.336
H -3.913 3.874 1.153
O -0.694 1.551 -0.815
C 0.359 2.182 -1.327
C 0.810 3.256 0.931
C 1.328 2.749 -0.257
H -0.265 3.148 1.114
C 1.645 3.880 1.863
H 0.953 1.474 -1.926
C 2.705 2.773 -0.477
H 1.213 4.289 2.782
C 3.016 3.987 1.599
C 3.549 3.413 0.436
H 3.087 2.291 -1.380
H 3.670 4.512 2.299
H 4.620 3.472 0.231
Si -2.035 -2.411 -2.899
Cl -1.701 -0.677 -1.669
C -3.634 -3.135 -2.258
C -0.484 -3.432 -2.737
C -2.313 -1.921 -4.686
H -3.611 -3.258 -1.165
H -3.774 -4.121 -2.730
H -4.483 -2.488 -2.530
H -3.204 -1.289 -4.784
H -2.470 -2.816 -5.307
H -1.442 -1.381 -5.076
H 0.389 -2.805 -2.488
H -0.299 -3.936 -3.698
H -0.591 -4.193 -1.951
C 4.041 -1.592 3.234
N 3.058 -0.564 3.601
C 2.923 -0.211 5.016
C 2.147 -0.170 2.752
N 1.305 0.208 2.016
H 4.550 -1.894 4.154
H 4.773 -1.186 2.524
H 3.543 -2.453 2.769
H 2.965 0.879 5.140
H 1.969 -0.577 5.423
H 3.756 -0.677 5.550

As for the largest force on an atom: 0.0554 hartree/bohr. As for the expectation value of S²: 12.013. Its spin multiplicity is 7. The value obtained for the HOMO-LUMO gap (alpha / beta) is 5.147 / 6.758 eV.

Here are the Mulliken charges for atoms 1 to 4, given in e:
1. C -1.592
2. C 0.456
3. H 0.435
4. H 0.140

This record from the Open Molecules 2025 dataset describes a structure of composition C23H42Cl3N2O4SiTi in a non-equilibrium geometry. The level of theory is wB97M-V/def2-TZVPD.

Geometry (Å):
C -1.540 -2.029 -2.807
C -1.107 -2.910 -1.683
H -1.215 -2.419 -3.775
H -1.135 -1.014 -2.668
H -2.638 -1.947 -2.834
C -0.442 -4.070 -1.815
C -0.081 -4.708 -3.109
H -0.175 -4.641 -0.923
H -0.098 -4.012 -3.959
H -0.759 -5.541 -3.349
H 0.926 -5.139 -3.044
Ti -0.181 0.440 0.511
Cl -2.405 0.787 0.948
Cl 0.094 1.523 -1.437
H 0.823 4.675 4.047
H -1.188 5.766 3.266
C 1.104 4.353 3.038
C -0.942 5.509 2.227
N -0.092 4.328 2.199
H 1.562 3.363 3.072
C -0.394 3.262 1.471
O 0.297 2.202 1.538
H -1.871 5.314 1.677
H -1.276 3.319 0.820
H 1.821 5.085 2.644
H -0.425 6.367 1.770
H 1.462 -1.779 -2.541
H 2.428 -3.891 -0.863
C 2.336 -1.270 -2.109
C 3.190 -3.119 -0.681
N 2.602 -1.789 -0.763
H 2.139 -0.196 -2.070
C 2.443 -1.039 0.342
O 1.921 0.106 0.340
H 3.612 -3.272 0.318
H 2.795 -1.498 1.284
H 3.209 -1.485 -2.739
H 3.981 -3.222 -1.433
O -0.527 -1.198 -0.193
C -1.382 -2.310 -0.317
C 0.101 -3.527 1.321
C -1.181 -3.244 0.868
H 0.954 -3.019 0.850
C 0.290 -4.486 2.324
H -2.420 -1.948 -0.312
C -2.296 -3.832 1.467
H 1.303 -4.709 2.668
C -0.820 -5.164 2.847
C -2.113 -4.831 2.426
H -3.288 -3.522 1.124
H -0.670 -5.954 3.588
H -2.986 -5.351 2.832
Si -0.445 3.995 -3.666
Cl -0.790 2.016 -4.342
C 1.377 4.221 -3.253
C -1.490 4.408 -2.165
C -1.017 4.979 -5.168
H 1.782 3.367 -2.695
H 1.505 5.127 -2.644
H 1.966 4.356 -4.168
H -0.326 4.843 -6.013
H -1.083 6.049 -4.937
H -2.007 4.625 -5.491
H -1.291 3.718 -1.336
H -2.557 4.343 -2.404
H -1.288 5.432 -1.821
C -1.073 0.362 4.181
C 0.044 -0.405 3.575
C 1.002 -1.120 4.473
O 0.234 -0.451 2.341
H -1.281 -0.015 5.188
H -1.975 0.293 3.563
H -0.775 1.414 4.270
H 1.082 -2.179 4.199
H 1.996 -0.662 4.403
H 0.666 -1.032 5.508

For the energy above the lowest of the compared OMol25 structures with the same formula, charge and spin, the calculation gives 0.000 eV. As for the largest force on an atom: 0.0621 hartree/bohr. As for the expectation value of S²: 0.753. Its spin multiplicity is 2. The value obtained for the HOMO-LUMO gap (alpha / beta) is 6.187 / 8.510 eV.

Here are the Mulliken charges for atoms 1 to 4, given in e:
1. C -1.362
2. C 0.185
3. H 0.346
4. H 0.094

Number 1: molecular weight 1414.4 g/mol. Number 2: molecular weight 685.2 g/mol. Number 3: molecular weight 1372.6 g/mol. Number 4: molecular weight 709.0 g/mol. Number 5: molecular weight 709.0 g/mol. Number 6: molecular weight 592.9 g/mol.